{"formula": "C5H8Cl3O", "method": "ωB97M-V with the def2-TZVPD basis set", "symbols": ["C", "C", "C", "C", "C", "O", "Cl", "Cl", "Cl", "H", "H", "H", "H", "H", "H", "H", "H"], "xyz": [[-1.3467, -0.6022, -0.0274], [-1.2147, 0.8972, 0.0639], [-0.2765, -1.4893, 0.5324], [0.1565, 1.3093, -0.5686], [1.3918, -0.5431, 0.1349], [1.1204, 0.7599, 0.3996], [1.5626, -0.9688, -1.5387], [2.7151, -1.1397, 1.0997], [2.9241, 1.7602, 0.1929], [-2.2439, -1.0166, 0.3342], [-1.5355, -0.9601, -0.9918], [-1.8777, 1.5218, -0.4446], [-1.3863, 1.1519, 1.1539], [-0.3669, -1.5455, 1.6563], [-0.2092, -2.3876, 0.0529], [0.1809, 0.9418, -1.5270], [0.4059, 2.3110, -0.5226]], "gap_ev": [6.48, 7.49], "e_lumo_ev": [-8.3158, -7.3196], "relative_energy_kcal_mol": 72.4, "mol_weight_g_mol": 190.48, "total_charge": 1}